Record 1
{"formula": "C27H38ClN4O8Ru", "method": "wB97M-V/def2-TZVPD", "gap_ev": [5.68, 7.22], "multiplicity": 6, "homo_energy_ha": [-0.24074, -0.31067], "charge": 0, "de_lowest_ev": 0.0000, "s_squared": 8.771, "symbols": ["H", "C", "H", "H", "C", "H", "H", "O", "H", "H", "H", "N", "H", "C", "Ru", "H", "O", "N", "C", "H", "C", "H", "H", "H", "C", "H", "C", "H", "C", "C", "H", "C", "C", "O", "O", "H", "H", "O", "C", "H", "H", "H", "O", "H", "H", "C", "C", "H", "H", "C", "H", "C", "N", "C", "H", "O", "H", "N", "C", "C", "H", "H", "H", "C", "H", "C", "C", "Cl", "H", "C", "H", "C", "H", "C", "H", "O", "H", "C", "C"], "coordinates": [[-1.71, -4.65, 0.26], [-4.11, 0.85, -1.97], [-4.38, 0.96, -3.04], [-0.22, 2.44, -1.82], [2.78, -0.63, -1.03], [0.45, 3.60, 5.06], [-0.24, 3.79, 2.65], [-1.13, -2.43, -0.39], [0.32, -1.53, 5.38], [2.71, 0.61, -3.15], [0.63, -5.63, -2.36], [-1.19, -0.55, 4.34], [-0.31, 0.50, -5.70], [-2.43, -1.52, -2.77], [-1.81, -0.45, 0.00], [-0.58, -0.74, -3.71], [0.57, 2.01, 6.89], [0.03, -4.30, -0.88], [3.77, 1.41, -0.04], [4.70, 1.88, -0.34], [0.75, 2.86, 4.32], [2.57, -0.04, 4.15], [-1.41, 0.33, 6.22], [0.35, 4.69, -5.47], [-0.89, -5.19, -0.18], [2.88, -1.18, -2.00], [1.95, 0.78, 3.82], [-1.57, -2.15, -3.05], [-2.64, 0.79, -1.71], [0.20, 1.83, 0.69], [-3.14, -2.11, -2.15], [-0.49, -1.79, 4.69], [1.53, 0.84, 2.51], [0.96, 2.30, -0.15], [2.32, -1.12, -0.03], [-2.24, 0.50, 2.85], [0.75, -2.41, -1.39], [1.62, 0.12, 6.42], [-1.98, -0.42, -1.87], [-2.90, -0.50, 5.57], [-4.46, -0.13, -1.61], [1.80, 0.03, 1.82], [-1.00, 1.33, 0.46], [-3.02, -1.23, -3.66], [-0.31, -5.68, 0.59], [1.09, -4.93, -1.65], [3.29, 1.25, -2.46], [2.80, 2.24, -2.39], [-2.12, 1.72, -1.66], [0.16, -0.03, -3.27], [3.03, 2.15, 0.22], [0.21, 3.75, -4.93], [1.20, 1.26, 6.10], [-0.13, 1.40, -5.10], [1.76, -5.48, -0.98], [-0.98, -0.97, 2.11], [1.62, -4.13, -2.18], [3.27, 0.65, -1.15], [0.37, 2.94, 2.98], [0.07, 2.59, -5.73], [-4.59, 1.69, -1.42], [-2.34, 1.05, 4.88], [0.09, 2.60, -6.84], [-0.11, -2.97, -0.89], [0.12, 4.62, -2.93], [0.09, 3.72, -3.53], [-0.08, 2.52, -2.88], [-3.76, -1.45, 0.59], [3.94, 0.78, 0.82], [1.40, 1.69, 4.75], [-0.04, -2.26, 3.81], [-1.50, -0.31, 3.04], [-1.24, -5.91, -0.90], [-0.09, 1.35, -3.69], [-1.21, -2.48, 5.16], [1.20, -0.41, -2.72], [4.33, 1.33, -2.85], [0.68, 1.88, 2.13], [-2.02, 0.11, 5.34]], "lowdin_charge": [0.087, -0.113, 0.082, 0.073, -0.367, 0.124, 0.130, -0.206, 0.071, 0.073, 0.094, -0.165, 0.122, -0.126, 1.265, 0.099, 0.038, -0.175, -0.055, 0.089, 0.014, 0.121, 0.082, 0.102, -0.009, 0.132, 0.021, 0.065, -0.292, -0.525, 0.068, -0.015, -0.015, 0.056, 0.007, 0.141, 0.137, 0.028, -0.461, 0.099, 0.021, 0.107, -0.207, 0.097, 0.095, -0.031, -0.056, 0.097, 0.069, -0.205, 0.065, -0.070, -0.311, -0.044, 0.098, -0.150, 0.095, -0.180, 0.009, -0.085, 0.084, 0.091, 0.111, -0.219, 0.108, -0.065, -0.028, -0.003, 0.082, -0.168, 0.092, -0.299, 0.092, -0.167, 0.099, -0.051, 0.093, -0.122, -0.036]}


Record 2
{"formula": "C48H122CrN5O16", "method": "wB97M-V/def2-TZVPD", "gap_ev": [4.77, 7.87], "multiplicity": 6, "homo_energy_ha": [-0.15558, -0.27116], "charge": 0, "s_squared": 8.754, "symbols": ["C", "H", "H", "H", "C", "N", "H", "H", "O", "C", "H", "H", "H", "H", "C", "H", "H", "C", "H", "C", "H", "H", "H", "H", "C", "C", "H", "H", "H", "H", "H", "H", "C", "H", "H", "H", "H", "H", "H", "H", "O", "C", "O", "H", "O", "N", "H", "H", "H", "H", "H", "C", "H", "O", "O", "H", "H", "H", "H", "C", "H", "H", "H", "H", "C", "H", "H", "C", "C", "H", "H", "C", "H", "H", "H", "H", "H", "N", "O", "H", "O", "C", "N", "H", "H", "O", "H", "O", "H", "C", "H", "H", "H", "C", "H", "H", "H", "H", "C", "H", "H", "H", "C", "H", "H", "H", "C", "C", "C", "C", "H", "H", "H", "H", "C", "C", "C", "H", "H", "H", "H", "C", "H", "H", "C", "N", "H", "H", "C", "H", "H", "H", "Cr", "H", "H", "H", "H", "O", "C", "C", "H", "H", "C", "H", "H", "H", "C", "H", "C", "C", "C", "H", "H", "H", "H", "H", "H", "H", "O", "H", "H", "H", "H", "C", "H", "H", "H", "C", "C", "C", "O", "H", "H", "O", "H", "H", "H", "H", "C", "C", "C", "H", "C", "O", "H", "H", "C", "C", "H", "O", "H", "H"], "coordinates": [[4.26, -4.95, 5.43], [-4.98, 1.69, 3.39], [-1.80, 3.17, 1.28], [-6.26, -1.50, 7.54], [-5.63, 1.32, 2.60], [-1.85, -5.25, -3.23], [5.66, -0.17, -2.74], [-5.03, 1.72, 6.51], [-1.63, 2.26, -3.43], [-3.02, 3.14, -1.80], [0.23, 5.27, -2.38], [-2.46, -2.01, -2.50], [-1.48, 8.59, -0.94], [5.31, -4.21, -2.44], [-1.00, 1.22, 5.77], [3.10, -4.70, 1.88], [-0.73, 2.27, 5.86], [0.70, 4.59, -4.36], [5.45, -2.71, 1.58], [-2.95, 2.25, -3.06], [4.28, -1.78, -4.50], [1.27, -1.73, -1.83], [5.32, -4.86, 5.18], [5.61, 2.35, -1.78], [3.82, 0.54, 2.22], [-0.17, 6.92, 1.07], [-4.69, 2.28, 0.99], [-0.41, 0.68, -5.46], [-2.29, -6.28, -5.05], [-6.72, 1.27, 0.52], [-3.14, 8.01, 1.50], [-0.06, -4.92, 0.20], [-0.22, 5.31, -3.37], [1.72, -4.93, 0.02], [-1.96, -5.58, -2.28], [-3.01, 4.19, -2.10], [3.36, 2.73, 2.43], [-0.60, 3.93, -5.86], [3.99, -5.97, 5.71], [3.50, -1.35, 2.22], [3.25, -0.64, 2.82], [-2.91, 1.35, 7.14], [3.72, 2.44, -2.13], [-2.43, 0.73, 7.89], [1.87, -6.34, -2.15], [3.78, -0.13, -3.27], [-0.44, 1.86, -0.19], [5.64, 0.25, 3.55], [-2.76, -8.45, -3.91], [-1.17, 1.74, -2.78], [-3.62, -4.16, -3.23], [-2.20, -9.04, -1.54], [0.18, -2.51, 3.57], [1.59, 0.08, -5.00], [3.46, -4.80, 4.20], [-1.00, -2.95, -2.27], [1.03, 1.40, 0.61], [1.96, -1.81, -4.38], [2.16, -7.66, -0.08], [-2.09, -3.01, -2.28], [-4.29, 0.69, -2.41], [3.79, -0.84, -2.56], [1.71, 4.99, -4.27], [-0.17, 5.64, -6.08], [0.45, 0.15, -1.16], [-1.32, -2.66, 0.38], [3.95, -4.28, 6.23], [0.77, -4.99, -0.50], [3.60, -3.59, 3.57], [-2.58, 0.08, 5.59], [5.89, 1.43, 2.36], [-4.45, 1.24, 7.30], [0.13, 7.45, 0.17], [5.31, 1.11, -3.87], [-0.45, 0.39, 0.77], [-2.93, 0.73, 1.89], [0.52, -7.39, 0.68], [-1.28, 7.65, 1.66], [-4.80, -0.11, 7.45], [-2.16, 9.71, 0.28], [-3.47, 8.92, -1.01], [5.34, 0.51, 2.54], [3.40, -2.72, 1.24], [-0.01, 2.89, -3.83], [-0.53, -0.24, -1.43], [-0.79, 4.80, 2.16], [-2.68, 10.59, -1.98], [-2.57, -3.53, -1.06], [3.93, -4.49, -1.35], [-2.36, -2.74, 0.08], [-2.25, 3.03, -1.04], [-4.78, 1.71, 8.23], [1.03, 4.44, -6.44], [0.16, 0.99, 0.09], [1.90, -3.53, 2.43], [0.56, 4.84, 0.59], [-3.53, 2.60, -3.91], [0.75, 7.04, 1.64], [-4.93, 1.25, 1.26], [-3.30, 0.43, 0.17], [-0.17, 6.36, -3.64], [-2.52, 2.33, 7.40], [4.81, 1.61, -1.84], [-0.24, -0.80, -4.52], [2.02, 1.64, 2.72], [0.68, -4.16, -1.21], [-0.34, 5.37, 0.92], [4.31, -3.87, -2.16], [-2.55, -3.98, -3.36], [3.84, -0.78, -4.54], [4.67, 1.03, -0.92], [-1.57, 7.05, 2.43], [-0.53, 0.80, 6.66], [6.10, -2.42, -0.89], [3.40, 3.41, -1.14], [0.36, -1.44, 3.61], [5.07, -2.21, -0.63], [-6.47, -0.28, 6.28], [-1.28, 5.06, -3.41], [-0.49, 1.20, 3.62], [-1.07, 5.33, 0.11], [1.32, -1.11, -0.94], [4.94, -1.15, -0.40], [-4.07, 10.84, -0.92], [-2.08, -7.71, -3.49], [-2.43, 1.07, 5.72], [2.74, 4.11, -1.65], [-2.69, -1.72, -0.13], [-2.28, 8.75, -0.23], [4.90, -3.99, 0.49], [-0.22, 2.78, 1.92], [-1.49, 3.15, 3.08], [2.40, 1.55, -3.64], [-2.75, 6.61, 0.49], [0.78, -8.49, -0.75], [3.55, -4.14, -2.90], [4.22, 3.89, -0.61], [0.84, 3.29, -4.03], [1.08, -7.57, -0.24], [2.45, -1.09, -5.04], [5.81, -0.19, 1.85], [3.24, -2.75, 4.16], [-2.47, -6.32, -3.98], [0.45, -1.02, 2.60], [-2.87, -3.03, 1.00], [1.29, -1.37, 4.16], [4.79, -2.94, 0.75], [3.67, 0.43, 1.15], [-0.23, 0.64, 4.52], [-3.61, 10.16, -1.63], [4.96, 0.63, -2.96], [2.82, -2.89, 0.43], [-2.66, 0.41, -1.93], [-3.95, 2.99, -1.26], [-3.54, -6.31, -3.80], [-1.55, -9.82, -1.93], [-0.07, -6.52, -1.80], [4.48, -0.33, -5.30], [-5.90, 0.80, 0.34], [-3.10, 0.09, -3.59], [-5.97, 0.33, 2.91], [3.33, 1.75, 3.87], [0.19, -0.74, -6.24], [0.84, -6.38, -1.21], [1.54, -5.73, -2.81], [-6.47, 2.01, 2.53], [-1.07, -8.00, -3.76], [-3.26, 0.78, -2.76], [0.20, 4.66, -5.77], [-6.16, -0.43, 7.32], [0.85, 0.96, -2.25], [2.37, -0.96, -0.69], [-6.77, 0.23, 7.95], [4.28, -2.51, -1.76], [-3.83, -0.66, 1.51], [-4.35, 10.09, -2.43], [2.75, 2.93, -0.40], [4.63, -3.24, 3.55], [0.22, -0.20, -5.30], [-2.43, 7.61, 0.78], [-1.11, 3.39, 2.09], [-1.79, -8.93, -0.53], [3.10, 1.74, 2.80], [-2.28, -7.73, -2.10], [-3.21, -9.42, -1.46], [-2.43, -3.57, -4.36], [-3.69, 0.38, 1.19], [2.96, -3.69, 2.26], [0.83, 0.80, 4.70], [-0.63, -0.72, 4.28], [0.96, -1.68, -0.08], [2.43, -1.44, -6.08]], "lowdin_charge": [-0.047, 0.073, 0.071, 0.091, -0.058, -0.049, 0.124, 0.114, -0.082, -0.029, 0.071, 0.102, 0.114, 0.101, -0.236, 0.121, 0.113, -0.533, 0.112, -0.453, 0.118, 0.064, 0.086, 0.139, -0.451, -0.203, 0.119, 0.091, 0.122, 0.082, 0.124, 0.081, -0.028, 0.055, 0.086, 0.068, 0.078, 0.087, 0.086, -0.003, -0.091, -0.171, -0.280, 0.112, -0.053, -0.105, 0.050, 0.081, 0.121, 0.062, 0.119, -0.104, 0.084, -0.293, -0.170, 0.104, 0.054, 0.121, 0.079, -0.211, 0.082, 0.081, 0.142, 0.079, -0.537, 0.070, 0.085, -0.025, -0.302, 0.097, 0.070, -0.223, 0.106, 0.120, 0.064, 0.076, 0.081, -0.065, -0.208, 0.123, -0.204, -0.044, -0.054, 0.046, 0.088, -0.189, 0.087, -0.174, 0.070, -0.100, 0.059, 0.114, 0.083, -0.054, 0.117, 0.115, 0.146, 0.107, -0.509, 0.053, 0.077, 0.110, -0.186, 0.088, 0.049, 0.057, -0.198, -0.069, -0.192, -0.206, 0.109, 0.099, 0.109, 0.125, -0.053, -0.129, -0.184, 0.079, 0.072, 0.086, 0.092, -0.043, 0.094, 0.083, -0.230, -0.035, 0.091, 0.058, -0.196, 0.102, 0.050, 0.084, 0.525, 0.120, 0.066, 0.087, 0.097, -0.101, -0.027, -0.157, 0.053, 0.113, -0.216, 0.077, 0.093, 0.072, -0.139, 0.107, -0.174, -0.138, -0.207, 0.076, 0.048, 0.068, 0.115, 0.090, 0.095, 0.129, -0.049, 0.078, 0.086, 0.085, 0.087, -0.477, 0.082, 0.078, 0.123, -0.040, -0.038, -0.107, -0.315, 0.050, 0.086, -0.230, 0.079, 0.086, 0.079, 0.117, -0.069, -0.209, -0.075, 0.078, -0.050, -0.205, 0.088, 0.121, -0.034, -0.187, 0.110, -0.186, 0.056, 0.129]}


Record 3
{"formula": "C26H36CsFN8O4S2", "method": "wB97M-V/def2-TZVPD", "gap_ev": 6.91, "homo_energy_ha": -0.11026, "charge": -2, "de_lowest_ev": 0.9588, "symbols": ["C", "C", "H", "H", "H", "N", "H", "C", "C", "C", "H", "H", "H", "C", "H", "H", "C", "N", "H", "H", "C", "C", "C", "Cs", "S", "O", "H", "C", "C", "F", "H", "H", "N", "N", "H", "H", "C", "H", "O", "S", "H", "H", "H", "C", "C", "C", "H", "H", "H", "H", "H", "H", "H", "H", "H", "C", "O", "H", "N", "H", "C", "C", "C", "O", "H", "H", "C", "N", "N", "H", "C", "H", "C", "C", "N", "C", "C", "H"], "coordinates": [[-2.38, -3.61, 0.67], [3.32, -1.20, -1.45], [2.55, 3.20, -1.36], [3.82, 0.88, 0.40], [-2.03, -4.61, 0.95], [2.22, 2.89, 1.36], [-0.12, -4.06, 2.12], [-1.94, 4.03, -6.66], [1.13, 0.29, 3.22], [-2.17, -3.43, -0.84], [3.12, -0.43, 1.00], [-4.43, -4.31, 0.56], [-2.51, -2.43, -1.11], [-1.80, -1.25, 1.36], [-4.27, -2.56, 0.68], [-5.51, -1.25, -6.15], [-0.97, -0.32, 1.97], [-1.30, 3.50, 1.18], [2.03, 0.37, 2.61], [3.73, -1.78, -2.28], [0.95, 2.74, 1.13], [0.45, -2.08, 2.71], [4.43, -0.88, -0.45], [-0.16, -0.37, -1.58], [-3.36, -0.04, -5.90], [0.73, 1.12, -3.85], [1.96, 5.79, 3.01], [-1.52, -2.61, 1.42], [-2.55, -0.50, -4.41], [-2.00, 1.58, -0.16], [0.60, 1.84, 0.62], [1.45, 0.00, 4.23], [0.34, 4.79, 2.21], [4.03, -0.07, 0.69], [-3.53, 6.36, -5.03], [-1.63, 2.60, 0.58], [2.59, 4.00, 2.03], [-5.04, -2.44, -3.86], [1.47, -1.38, 0.02], [-0.33, 0.79, -4.79], [-1.11, -3.52, -1.09], [0.68, 1.28, 3.27], [4.83, -1.83, -0.06], [-0.38, -3.01, 2.10], [-2.35, 4.81, -5.58], [-3.86, -3.51, 1.03], [-2.43, 4.96, -3.44], [-1.94, 4.21, 1.50], [1.07, 3.76, -1.68], [1.36, -2.42, 3.20], [1.80, 2.76, -2.74], [2.91, -0.26, -1.85], [-2.11, 4.38, -7.67], [-1.34, 2.79, -3.05], [-3.47, 6.11, -6.67], [-4.65, -1.11, -5.51], [2.06, -3.21, -1.11], [-4.00, -3.56, 2.11], [-1.40, 0.01, -3.96], [3.65, 4.14, 2.23], [-0.03, 3.70, 1.52], [2.20, -2.02, -0.78], [0.18, -0.72, 2.65], [0.03, 0.21, -6.06], [-2.74, -4.14, -1.43], [-2.65, -0.86, 0.81], [-4.39, -1.71, -4.33], [1.97, 3.55, -2.12], [-3.22, -1.39, -3.71], [-1.21, 0.73, 1.85], [-2.11, 4.36, -4.28], [5.26, -0.38, -0.96], [-1.49, 3.15, -4.06], [1.65, 4.91, 2.45], [-2.95, 6.07, -5.80], [-1.09, 2.37, -5.14], [-1.32, 2.81, -6.43], [-1.00, 2.18, -7.26]], "lowdin_charge": [-0.386, -0.139, -0.014, 0.040, 0.125, 0.063, 0.107, -0.047, -0.045, -0.076, 0.029, 0.068, 0.044, -0.077, 0.073, 0.036, -0.067, 0.114, 0.059, 0.103, -0.125, -0.060, -0.296, 1.410, 1.000, -0.480, 0.083, -0.222, -0.715, -0.542, 0.090, 0.074, 0.087, -0.002, 0.076, -0.010, -0.180, 0.091, -0.384, 0.492, 0.078, 0.067, 0.104, -0.039, -0.331, -0.079, 0.111, 0.078, -0.003, 0.111, -0.027, 0.091, 0.101, 0.117, 0.073, -0.456, -0.042, 0.074, -0.357, 0.079, -0.405, -0.822, -0.281, -0.327, 0.075, 0.106, -0.293, 0.035, 0.038, 0.086, -0.023, 0.096, -0.039, -0.188, 0.070, -0.294, -0.083, 0.107]}


| no. | electronic energy (a.u.) |
| --- | --- |
| 1 | -2427.37927 |
| 2 | -4423.71831 |
| 3 | -2667.90493 |